Run P
This record from the OMol25 dataset describes 2 unconnected molecules or ions with the total composition C3H8NO6S. The level of theory is ωB97M-V with the def2-TZVPD basis set.

The total charge is -1. The HOMO-LUMO gap is 7.608 eV. Its multiplicity is 1. As for the highest occupied orbital energy: -4.5 eV.

Each line ends with the Mulliken charge.
CARTESIAN COORDINATES (ANGSTROEM)
N -26.3012 29.2262 33.2594  0.949
O -26.1888 30.4203 33.4811  -0.636
O -26.2329 28.3969 34.2458  -0.677
O -26.2413 28.8001 32.1546  -0.604
O -21.3530 27.0763 34.1865  -0.622
S -21.9732 27.7402 33.0307  1.075
O -21.3035 28.1496 31.8715  -0.585
O -22.9517 26.3703 32.6549  -0.317
C -22.3085 25.2435 31.9758  -0.174
C -23.1010 24.0330 32.0583  -1.268
C -23.0967 28.9236 33.6121  -0.792
H -21.3463 25.4224 32.4734  0.339
H -22.0050 25.4786 30.9924  0.290
H -23.2535 23.6067 33.1051  0.258
H -22.8167 23.1699 31.2987  0.295
H -24.0238 24.1046 31.7906  0.459
H -23.6966 29.2244 32.7282  0.282
H -22.6240 29.6418 34.1770  0.470
H -23.8943 28.2821 34.0693  0.259

=====

Run Q
This record from the OMol25 dataset describes 2 unconnected molecules or ions with the total composition C3H8NO6S. The level of theory is ωB97M-V with the def2-TZVPD basis set.

The total charge is -1. The HOMO-LUMO gap is 7.562 eV. Its multiplicity is 1. As for the highest occupied orbital energy: -4.4 eV.

Each line ends with the Mulliken charge.
CARTESIAN COORDINATES (ANGSTROEM)
N 39.5120 32.9910 0.4140  0.982
O 40.6360 32.8800 0.8420  -0.658
O 38.8190 34.0200 0.6470  -0.679
O 38.9900 32.1200 -0.1760  -0.613
O 36.0190 32.2240 4.4790  -0.672
S 36.7350 31.3780 3.5230  1.120
O 36.7650 29.9970 3.7240  -0.612
O 35.7040 31.7550 2.2670  -0.295
C 34.3330 31.1620 2.2510  -0.332
C 33.5230 31.8900 1.2650  -1.117
C 38.2400 32.0090 3.2080  -0.702
H 34.3870 31.3920 3.1960  0.521
H 34.2680 30.2100 1.9490  0.218
H 33.1310 32.8490 1.6070  0.295
H 32.7830 31.1900 0.9480  0.371
H 33.9720 32.1210 0.2090  0.263
H 38.7130 31.4240 2.3290  0.285
H 39.0420 31.9840 4.0900  0.296
H 38.1040 32.8370 2.6790  0.329

=====

The least stable of them is run Q.

=====

Run P
This record from the OMol25 dataset describes C6H10Si in the gas phase. The level of theory is ωB97M-V with the def2-TZVPD basis set.

As for the SMILES: C[C@H]1C=CC=C1[SiH3]. The HOMO-LUMO gap is 9.303 eV. Its multiplicity is 1. As for the highest occupied orbital energy: -8.5 eV.

Each line ends with the Mulliken charge.
CARTESIAN COORDINATES (ANGSTROEM)
C -0.0385 -0.1975 1.8696  -1.330
C -0.6161 -0.2269 0.4581  0.770
C -1.6291 0.8830 0.2412  -0.721
C -1.4597 1.3168 -1.0405  -0.446
C -0.3814 0.5837 -1.6880  -0.444
C 0.2518 -0.2209 -0.8164  -0.205
Si 1.9068 -0.9339 -0.7670  0.347
H 0.9187 0.3924 2.0041  0.272
H 0.2633 -1.2051 1.9830  0.392
H -0.8585 0.1513 2.5480  0.356
H -1.1547 -1.2151 0.3704  0.215
H -2.1179 1.3634 1.1371  0.283
H -1.7995 2.2393 -1.4423  0.409
H -0.0433 0.6802 -2.7026  0.452
H 2.5022 0.0537 0.0704  -0.121
H 2.5154 -1.2941 -2.0585  -0.146
H 1.7406 -2.3703 -0.1667  -0.083

=====

Run Q
This record from the OMol25 dataset describes C6H10Si in the gas phase. The level of theory is ωB97M-V with the def2-TZVPD basis set.

As for the SMILES: C=C[C@H]1C[Si@@H]1C=C. The HOMO-LUMO gap is 9.049 eV. Its multiplicity is 1. As for the highest occupied orbital energy: -8.3 eV.

Each line ends with the Mulliken charge.
CARTESIAN COORDINATES (ANGSTROEM)
C -2.3053 -1.3098 0.4421  -0.844
C -1.6435 -0.7706 -0.5530  -0.382
C -0.6449 0.2570 -0.5597  0.210
C -0.8084 1.5931 0.1691  -1.081
Si 0.4982 0.4549 0.8548  0.282
C 2.2659 0.5931 0.0652  -0.289
C 3.1841 -0.3718 -0.0705  -0.615
H -2.4342 -0.9458 1.4447  0.282
H -2.9881 -2.1559 0.2444  0.212
H -2.0022 -1.1907 -1.4889  0.262
H -0.5802 0.5944 -1.5665  0.439
H -0.4614 2.3634 -0.4567  0.315
H -1.8319 1.6643 0.3865  0.468
H 0.0949 -0.5359 1.8448  -0.083
H 2.6226 1.4060 -0.4634  0.378
H 3.9439 -0.3204 -0.8157  0.250
H 3.0905 -1.3253 0.5226  0.194

=====

The least stable of them is run Q.

=====

Run P
This record from the OMol25 dataset describes 12 unconnected molecules or ions with the total composition H23O12. The level of theory is ωB97M-V with the def2-TZVPD basis set.

The total charge is -1. The HOMO-LUMO gap is 9.242 eV. Its multiplicity is 1. As for the highest occupied orbital energy: -6.5 eV.

Each line ends with the Mulliken charge.
CARTESIAN COORDINATES (ANGSTROEM)
O -2.6511 1.2348 -1.7606  -0.741
H 1.3035 0.8025 1.7186  0.333
H 1.7986 3.3245 -2.6112  0.271
O -2.2166 -0.1034 0.3124  -1.014
H -1.0783 -0.7827 0.5048  0.372
H -2.2815 0.4787 1.0678  0.206
O -0.1094 -3.5486 0.4383  -0.792
H -1.0034 -3.5188 0.0680  0.360
O 2.0982 3.4532 -1.7150  -0.638
H -0.6320 4.0926 -0.5653  0.336
H 2.4963 2.6056 -1.4388  0.400
O 1.9753 0.1194 1.7773  -0.703
H 2.1092 3.1288 2.3633  0.275
H 1.7077 0.3629 -0.8024  0.315
O -3.9344 -1.8558 -0.4598  -0.684
H -0.1867 -3.6174 2.2839  0.348
H -0.1650 -2.5978 0.8196  0.441
O -0.0202 4.6693 -0.0944  -0.642
H 0.8436 4.3574 -0.3940  0.323
H -3.2934 -1.3055 0.0860  0.450
O 1.1675 -1.9593 -2.9656  -0.654
H 2.0001 -2.2557 -3.3433  0.312
H 1.1724 -2.2344 -2.0470  0.332
O 1.3861 2.7341 1.8705  -0.635
H 1.4699 3.0594 0.9775  0.289
H 2.2252 0.0808 -2.1920  0.291
O 0.2183 -4.1848 2.9847  -0.686
H -2.4891 0.7812 -0.8427  0.458
H -0.3362 -0.7210 2.0300  0.270
O -0.2034 -1.1071 1.1616  -0.812
H 1.0660 -4.2950 2.5407  0.306
H -4.6367 -2.0655 0.1615  0.278
O 2.1606 0.7886 -1.5412  -0.617
H -3.4406 0.8036 -2.0776  0.258
H 1.4794 -0.7247 1.6845  0.394

=====

Run Q
This record from the OMol25 dataset describes 12 unconnected molecules or ions with the total composition H23O12. The level of theory is ωB97M-V with the def2-TZVPD basis set.

The total charge is -1. The HOMO-LUMO gap is 9.114 eV. Its multiplicity is 1. As for the highest occupied orbital energy: -6.6 eV.

Each line ends with the Mulliken charge.
CARTESIAN COORDINATES (ANGSTROEM)
O -1.3906 1.5543 1.3935  -0.664
H -0.0285 0.3653 2.4549  0.324
H 1.7986 -0.6052 -1.9448  0.339
O -0.5169 -0.8795 -4.5008  -0.687
H -1.2307 -0.2612 -4.6675  0.310
H 0.2109 -0.9310 -5.1218  0.328
O -2.2704 -0.6394 -0.3740  -0.724
H -2.4334 0.0373 -1.0453  0.337
O 1.7726 -1.2941 -2.6202  -0.655
H -0.4347 0.5600 -2.6368  0.320
H 1.0330 -1.0639 -3.1854  0.321
O 0.7948 -0.1038 2.7126  -0.631
H -1.7089 -2.9379 2.6614  0.282
H 0.9568 1.8168 0.9991  0.394
O -1.6946 -1.9839 2.7440  -0.608
H -1.7300 -1.5739 1.8686  0.382
H -1.2185 -0.4635 -0.2993  0.417
O -0.3136 1.4046 -2.1894  -0.642
H -0.1428 1.0992 -1.2817  0.256
H 2.8597 0.2078 2.9680  0.358
O -1.1114 -4.4458 0.3658  -0.622
H -1.3423 -3.8032 -0.3157  0.335
H -1.3690 -4.0150 1.1789  0.236
O -0.5593 4.4017 -0.4706  -0.637
H 0.2821 4.0553 -0.7861  0.321
H -1.1296 3.6755 -0.2072  0.307
O 3.8266 0.1590 2.8801  -0.667
H -1.3057 0.7619 0.8222  0.338
H 0.2204 -1.0734 0.1944  0.042
O 0.1981 -0.1357 -0.0341  -0.891
H 3.8906 0.5423 1.9955  0.316
H -2.1942 1.5076 1.9154  0.218
O 1.6772 2.1255 0.4166  -0.750
H 0.5386 -0.8113 2.1054  0.340
H 1.6218 1.2970 -0.0934  0.356

=====

Run R
This record from the OMol25 dataset describes 12 unconnected molecules or ions with the total composition H23O12. The level of theory is ωB97M-V with the def2-TZVPD basis set.

The total charge is -1. The HOMO-LUMO gap is 9.886 eV. Its multiplicity is 1. As for the highest occupied orbital energy: -7.1 eV.

Each line ends with the Mulliken charge.
CARTESIAN COORDINATES (ANGSTROEM)
O 1.0203 0.2321 2.4955  -0.701
H 1.8931 0.5723 2.3275  0.259
H 1.0485 -0.7596 2.5996  0.320
O 3.5591 -1.9244 2.6969  -0.678
H 3.9345 -1.4582 1.9505  0.266
H 2.6808 -2.3123 2.4278  0.396
O -0.7050 3.4813 -2.8973  -0.679
H -0.7164 3.4803 -1.9337  0.317
O -0.0202 0.7924 -3.5079  -0.737
H 0.8336 0.5691 -3.0526  0.452
H -0.6327 0.3471 -2.9098  0.285
O 0.4687 -1.9045 -0.5434  -0.706
H 0.7180 -2.6895 -1.0140  0.256
H 1.2031 -0.8153 -1.2356  0.450
O 0.4122 1.6118 0.2283  -0.545
H 0.6893 1.0077 0.9347  0.371
H -0.2943 2.6351 -3.0969  0.393
O -1.8989 0.1272 2.2931  -0.560
H -0.9943 -0.1419 2.1106  0.276
H -2.0406 -0.2947 3.1351  0.267
O 1.6817 0.0263 -1.5917  -0.755
H 2.5938 0.0264 -1.7809  0.196
H 0.5625 1.1231 -0.5895  0.331
O -2.4279 -0.4196 -0.5708  -0.594
H -2.4322 0.4005 -0.0861  0.300
H -1.8492 -1.0472 -0.1396  0.257
O -0.7759 3.0129 2.1326  -0.636
H -0.1393 2.6871 2.7721  0.321
H -0.8985 2.2580 1.5349  0.310
O -3.4826 -1.3977 -2.9393  -0.629
H -3.1974 -0.6587 -2.3828  0.337
H -3.0588 -1.2115 -3.7835  0.304
O 1.1235 -2.3358 1.7833  -1.039
H 0.7456 -2.1726 0.4812  0.396
H 0.3960 -2.8472 2.1514  0.198

=====

The least stable of them is run Q.